[1]
The following is a DFT calculation (wB97M-V/def2-TZVPD) of a molecular structure, C12H20AlO7 in a non-equilibrium geometry.

Highest occupied orbital energy (eV): -4.9
LUMO (eV): 2.506
Kohn-Sham gap (Eh): 0.2714
ΔE to the lowest compared entry with this formula, charge and spin (eV): 3.655

The geometry in ORCA input format:
```
! RIJCOSX wB97M-V def2-TZVPD def2/J DEFGRID3
* xyz -1 1
C 0.438 -0.634 -1.646
C -0.458 0.447 -2.508
O -0.267 0.556 -3.826
O -1.416 1.306 -1.794
C -2.659 0.564 -1.447
O -3.110 0.766 -0.178
C -3.508 -0.396 -2.469
Al -4.399 -2.018 -1.572
H 1.518 -0.635 -2.153
H 0.461 -0.300 -0.524
H -0.050 -1.712 -1.667
H -2.839 -0.804 -3.368
H -4.391 0.269 -2.914
H -4.020 -3.301 -2.472
H -6.005 -1.867 -1.562
H -3.968 -2.230 -0.047
O 2.498 2.047 1.955
C 1.946 2.588 1.011
O 1.514 1.934 -0.107
C 1.019 2.888 -1.045
C 0.670 4.105 -0.229
C 1.685 4.058 0.885
H 1.803 3.093 -1.782
H 0.146 2.478 -1.562
H 0.695 5.033 -0.807
H -0.339 3.994 0.189
H 2.615 4.564 0.609
H 1.281 4.469 1.813
O 0.007 -2.531 0.342
C 0.699 -2.682 1.335
O 0.844 -3.866 1.999
C 1.632 -3.653 3.169
C 2.412 -2.393 2.900
C 1.470 -1.601 2.030
H 0.960 -3.550 4.028
H 2.288 -4.512 3.333
H 2.712 -1.869 3.811
H 3.320 -2.633 2.334
H 0.780 -0.995 2.623
H 2.012 -0.980 1.312
*
```

---

[2]
The following is a DFT calculation (wB97M-V/def2-TZVPD) of a molecular structure, C12H20B2Cl10F14NO4S2Sn in a non-equilibrium geometry.

Highest occupied orbital energy (eV): -6.4
LUMO (eV): 1.609
Kohn-Sham gap (Eh): 0.2941
ΔE to the lowest compared entry with this formula, charge and spin (eV): 27.041

The geometry in ORCA input format:
```
! RIJCOSX wB97M-V def2-TZVPD def2/J DEFGRID3
* xyz -1 1
Sn -3.952 -13.084 22.675
B -1.678 -14.477 22.606
F -2.297 -15.653 22.398
F -1.954 -13.578 21.603
F -2.159 -13.962 23.771
F -0.321 -14.641 22.681
B -2.348 -11.511 23.882
F -1.876 -12.089 22.710
F -3.488 -10.871 23.701
F -2.451 -12.535 24.822
F -1.407 -10.666 24.318
C -3.842 -16.288 20.814
F -4.320 -16.221 19.574
F -3.554 -17.597 21.082
F -2.913 -15.384 20.936
S -5.266 -15.790 22.047
O -6.400 -16.676 21.814
O -4.654 -15.833 23.406
N -5.415 -14.125 21.526
S -6.818 -14.124 20.796
O -6.901 -15.030 19.655
O -7.917 -14.154 21.804
C -6.964 -12.319 20.047
F -5.928 -12.079 19.139
F -8.132 -12.209 19.429
F -6.913 -11.431 21.005
Cl -2.180 -11.774 17.630
C -3.777 -12.542 17.976
C -3.802 -13.693 18.977
Cl -2.852 -13.174 20.387
H -4.250 -12.922 17.071
H -4.454 -11.718 18.203
H -3.277 -14.545 18.547
H -4.763 -13.994 19.394
Cl -1.343 -14.296 25.583
C -2.410 -15.722 25.893
C -3.788 -15.332 26.211
Cl -4.566 -14.527 24.893
H -1.979 -16.424 26.606
H -2.400 -16.266 24.948
H -3.910 -14.746 27.122
H -4.229 -16.314 26.383
Cl 0.938 -13.993 20.951
C -0.542 -14.870 20.439
C -0.264 -15.605 19.080
Cl -0.123 -14.545 17.696
H -1.330 -14.130 20.293
H -0.701 -15.508 21.308
H -1.100 -16.258 18.830
H 0.561 -16.318 19.073
Cl -0.778 -17.592 20.907
C -0.018 -16.906 22.358
C 0.482 -18.013 23.241
Cl 2.112 -18.516 22.681
H -0.759 -16.396 22.974
H 0.719 -16.149 22.092
H -0.109 -18.922 23.355
H 0.697 -17.579 24.218
Cl -3.774 -20.242 23.660
C -3.823 -18.472 24.006
C -2.464 -17.853 23.731
Cl -1.324 -18.063 25.076
H -4.058 -18.299 25.056
H -4.633 -18.007 23.443
H -2.526 -16.778 23.559
H -1.968 -18.227 22.835
*
```

---

[3]
The following is a DFT calculation (wB97M-V/def2-TZVPD) of a molecular structure, C12H20BBeN8 in a non-equilibrium geometry.

Highest occupied orbital energy (eV): -12.4
LUMO (eV): -2.552
Kohn-Sham gap (Eh): 0.3608

The geometry in ORCA input format:
```
! RIJCOSX wB97M-V def2-TZVPD def2/J DEFGRID3
* xyz 1 1
Be -0.013 -0.026 0.643
C -1.584 -2.696 -2.156
C -2.156 -2.486 -0.898
N -1.979 -1.234 -0.506
N -1.300 -0.606 -1.486
C -1.060 -1.468 -2.496
B -1.273 0.933 -1.503
N 0.179 1.440 -1.484
C 1.084 1.453 -2.486
C 2.090 2.330 -2.153
C 1.704 2.837 -0.908
N 0.561 2.297 -0.517
N -1.862 1.356 -0.164
C -2.907 2.120 0.099
C -3.046 2.219 1.475
C -2.011 1.462 1.989
N -1.297 0.941 0.980
H -1.573 -3.599 -2.730
H -2.682 -3.183 -0.275
H -0.547 -1.162 -3.384
H -1.881 1.372 -2.421
H 0.955 0.854 -3.364
H 2.959 2.585 -2.724
H 2.203 3.559 -0.292
H -3.489 2.546 -0.694
H -3.793 2.764 2.010
H -1.756 1.274 3.013
N 1.658 0.504 1.050
C 2.570 -0.325 1.867
C 2.465 -1.789 1.472
C 1.116 -2.359 1.877
N 0.031 -1.766 1.067
H 2.139 0.717 0.176
H 1.572 1.418 1.492
H 2.291 -0.219 2.916
H 3.600 0.024 1.746
H 3.250 -2.349 1.980
H 2.612 -1.899 0.396
H 0.931 -2.124 2.926
H 1.116 -3.447 1.759
H -0.859 -1.978 1.515
H -0.022 -2.291 0.194
*
```

---

[4]
The following is a DFT calculation (wB97M-V/def2-TZVPD) of a molecular structure, C12H20Cl2O4Zr in a non-equilibrium geometry.

Highest occupied orbital energy (eV): -1.0
LUMO (eV): 5.122
Kohn-Sham gap (Eh): 0.2258

The geometry in ORCA input format:
```
! RIJCOSX wB97M-V def2-TZVPD def2/J DEFGRID3
* xyz -2 1
C -2.151 -0.547 -0.571
C -2.236 -0.318 0.845
C -1.490 -1.343 1.505
C -3.134 0.648 1.531
C -0.982 -2.243 0.513
C -1.365 -1.760 -0.770
C -1.056 -2.396 -2.076
C -2.891 0.178 -1.641
C -1.373 -1.520 2.971
C -0.164 -3.448 0.785
Zr 0.269 0.353 -0.283
Cl -1.094 3.566 3.402
Cl -0.847 2.469 0.077
O 1.415 -1.257 0.222
H -3.460 1.432 0.844
H -2.627 1.139 2.370
H -4.028 0.135 1.909
H -1.372 -0.552 3.489
H -0.458 -2.059 3.245
H -2.236 -2.100 3.323
H 0.540 -3.274 1.604
H 0.407 -3.738 -0.099
H -0.819 -4.282 1.055
H -0.057 -2.846 -2.043
H -1.069 -1.657 -2.883
H -1.782 -3.183 -2.309
H -2.974 1.240 -1.386
H -3.901 -0.234 -1.767
H -2.370 0.092 -2.602
H 2.394 -1.316 0.215
O 0.284 0.267 -2.265
H 1.192 0.353 -2.632
C 3.834 2.560 0.949
C 2.832 1.716 0.214
O 2.860 1.491 -1.026
O 1.875 1.271 0.974
H 4.654 2.928 0.346
H 4.255 2.030 1.805
H 3.312 3.432 1.353
*
```

---

[5]
The following is a DFT calculation (wB97M-V/def2-TZVPD) of a molecular structure, C12H20ClMnN7O7.

Highest occupied orbital energy (alpha / beta) (eV): -8.9 / -9.3
LUMO (alpha / beta) (eV): -1.089 / -1.112
Expectation value of S²: 8.75
Kohn-Sham gap (alpha / beta) (Eh): 0.2863 / 0.2997
ΔE to the lowest compared entry with this formula, charge and spin (eV): 0.000

The geometry in ORCA input format:
```
! RIJCOSX wB97M-V def2-TZVPD def2/J DEFGRID3
* xyz 0 6
Mn 0.034 0.307 0.058
N 2.083 -0.413 -1.526
C 1.773 -1.833 -1.381
C 2.061 -2.290 0.042
N 1.264 -1.562 1.054
C 2.114 -0.939 2.075
C 2.855 0.262 1.520
N 1.894 1.285 1.075
C 0.255 -2.438 1.670
C -0.866 -2.747 0.693
N -1.483 -1.485 0.290
H 1.564 -0.011 -2.301
H 3.073 -0.264 -1.678
H 2.309 -2.480 -2.084
H 0.708 -1.945 -1.596
H 3.123 -2.146 0.259
H 1.881 -3.366 0.125
H 2.830 -1.659 2.493
H 1.467 -0.611 2.891
H 3.458 -0.029 0.663
H 3.542 0.643 2.280
H 2.317 1.903 0.391
H 1.629 1.863 1.867
H -0.173 -1.910 2.523
H 0.714 -3.364 2.040
H -1.571 -3.443 1.154
H -0.471 -3.242 -0.197
H -2.075 -1.127 1.035
H -2.029 -1.562 -0.559
O -2.319 4.034 6.952
N -1.915 4.412 5.870
O -1.723 5.573 5.568
C -1.650 3.396 4.858
C -1.203 3.781 3.613
C -0.966 2.816 2.654
C -1.129 1.406 2.880
O -0.822 0.497 2.076
C -1.625 1.113 4.200
C -1.859 2.057 5.163
N -1.887 -0.280 4.572
O -1.731 -0.583 5.741
O -2.277 -1.046 3.711
N -0.513 3.303 1.358
O -0.005 4.407 1.305
O -0.633 2.578 0.371
H -1.049 4.825 3.384
H -2.206 1.765 6.144
Cl -0.792 0.531 -2.165
*
```

---

Q: Which formula does entry 4 have?
A: C12H20Cl2O4Zr

---

What did the first record say?
The following is a DFT calculation (wB97M-V/def2-TZVPD) of a molecular structure, C12H20AlO7 in a non-equilibrium geometry.

Highest occupied orbital energy (eV): -4.9
LUMO (eV): 2.506
Kohn-Sham gap (Eh): 0.2714
ΔE to the lowest compared entry with this formula, charge and spin (eV): 3.655

The geometry in ORCA input format:
```
! RIJCOSX wB97M-V def2-TZVPD def2/J DEFGRID3
* xyz -1 1
C 0.438 -0.634 -1.646
C -0.458 0.447 -2.508
O -0.267 0.556 -3.826
O -1.416 1.306 -1.794
C -2.659 0.564 -1.447
O -3.110 0.766 -0.178
C -3.508 -0.396 -2.469
Al -4.399 -2.018 -1.572
H 1.518 -0.635 -2.153
H 0.461 -0.300 -0.524
H -0.050 -1.712 -1.667
H -2.839 -0.804 -3.368
H -4.391 0.269 -2.914
H -4.020 -3.301 -2.472
H -6.005 -1.867 -1.562
H -3.968 -2.230 -0.047
O 2.498 2.047 1.955
C 1.946 2.588 1.011
O 1.514 1.934 -0.107
C 1.019 2.888 -1.045
C 0.670 4.105 -0.229
C 1.685 4.058 0.885
H 1.803 3.093 -1.782
H 0.146 2.478 -1.562
H 0.695 5.033 -0.807
H -0.339 3.994 0.189
H 2.615 4.564 0.609
H 1.281 4.469 1.813
O 0.007 -2.531 0.342
C 0.699 -2.682 1.335
O 0.844 -3.866 1.999
C 1.632 -3.653 3.169
C 2.412 -2.393 2.900
C 1.470 -1.601 2.030
H 0.960 -3.550 4.028
H 2.288 -4.512 3.333
H 2.712 -1.869 3.811
H 3.320 -2.633 2.334
H 0.780 -0.995 2.623
H 2.012 -0.980 1.312
*
```